(1)
This record from the OMol25 dataset describes a molecular structure, C3H8ClNS in a non-equilibrium geometry. The level of theory is ωB97M-V with the def2-TZVPD basis set.

XYZ file:
```
14
Properties=species:S:1:pos:R:3:nbo_charge:R:1
C -0.44 0.11 -0.43 -0.179
C 0.84 0.15 0.32 -0.516
C -1.21 -1.08 0.08 -0.417
H 0.08 2.20 -0.37 0.315
H -1.02 1.66 0.70 0.313
H -0.59 0.02 -1.59 0.234
H 1.43 1.21 0.33 0.240
H 0.80 -0.15 1.36 0.229
H 3.60 -0.20 -0.60 0.143
H -0.62 -2.05 -0.73 0.251
H -0.96 -1.11 1.31 0.218
N -0.99 1.54 -0.18 -0.733
S 2.05 -1.24 -0.13 -0.091
Cl -2.97 -1.06 -0.07 -0.008
```

- Orbital gap: 8.5 eV
- Relative energy (zero: lowest compared OMol25 entry of this formula, charge and spin): 139.6 kcal per mole
- F_max: 9.52 eV/Å

(2)
This record from the OMol25 dataset describes 2 unconnected molecules or ions with the total composition C4H7N3 in a non-equilibrium geometry. The level of theory is ωB97M-V with the def2-TZVPD basis set.

XYZ file:
```
14
Properties=species:S:1:pos:R:3:nbo_charge:R:1
C 2.75 -0.29 -0.13 -0.591
C 1.40 0.39 -0.34 -0.490
C 0.29 -0.57 0.03 0.331
N -0.20 -1.62 0.07 -0.376
H 2.82 -1.19 -0.73 0.219
H 2.91 -0.56 0.91 0.219
H 3.58 0.36 -0.42 0.217
H 1.28 0.66 -1.39 0.245
H 1.35 1.31 0.25 0.242
N -2.48 -0.40 0.98 -0.746
C -3.09 0.42 0.30 0.643
N -4.00 1.21 0.22 -0.753
H -1.98 -1.24 0.76 0.428
H -4.64 1.49 -0.50 0.411
```

- Orbital gap: 9.6 eV
- Relative energy (zero: lowest compared OMol25 entry of this formula, charge and spin): 43.2 kcal per mole
- SMILES: CCC#N.N=C=N
- F_max: 3.52 eV/Å

(3)
This record from the OMol25 dataset describes 2 unconnected molecules or ions with the total composition C2H6NO2 in a non-equilibrium geometry. The level of theory is ωB97M-V with the def2-TZVPD basis set.

XYZ file:
```
11
Properties=species:S:1:pos:R:3:nbo_charge:R:1
C 0.76 0.75 -1.16 -0.406
C -0.86 -0.08 2.16 0.254
N -0.05 -0.28 -0.78 -0.591
O 0.16 -1.32 -1.70 -0.684
O -1.38 0.89 2.64 -0.576
H 0.70 1.01 -2.23 0.129
H 0.38 1.63 -0.67 0.174
H 1.93 0.57 -0.72 0.014
H -0.78 -1.09 2.79 0.034
H -0.38 -0.08 1.14 0.214
H -0.47 -2.01 -1.46 0.439
```

- Orbital gap: 5.0 eV
- Charge: -1
- Relative energy (zero: lowest compared OMol25 entry of this formula, charge and spin): 134.9 kcal per mole
- F_max: 2.72 eV/Å